[1]
# C26H46N8O4

11 unconnected molecules or ions with the total composition C26H46N8O4 at a distorted geometry (ωB97M-V/def2-TZVPD, the OMol25 dataset).

Computed properties:
- Maximum force: 4.889 eV Å⁻¹
- E_HOMO: -9.21 eV
- SMILES: CN(C)C=O.CC(C)=O.CC(C)=O.CC(C)=O.CC#N.CC#N.CC#N.CC#N.CC#N.CC#N.CC#N

The geometry in ORCA input format:
```
! wB97M-V def2-TZVPD RIJCOSX def2/J DEFGRID3
* xyz 0 1
C 0.211 0.791 -1.383
O 1.382 1.017 -1.338
N -0.620 0.763 -0.337
C -2.003 0.421 -0.512
C -0.197 1.015 1.025
H -0.330 0.612 -2.328
H -2.589 0.891 0.266
H -2.173 -0.658 -0.370
H -2.402 0.621 -1.505
H -0.334 0.142 1.670
H 0.836 1.342 1.079
H -0.798 1.825 1.450
C 2.965 -1.224 3.589
C 4.357 -1.464 3.108
O 4.702 -1.236 1.951
C 5.316 -2.011 4.141
H 2.404 -2.168 3.667
H 2.384 -0.611 2.901
H 2.923 -0.784 4.586
H 5.044 -3.037 4.404
H 5.278 -1.395 5.048
H 6.332 -2.006 3.766
C 1.555 -1.202 -6.365
C 0.710 -1.421 -5.151
O -0.490 -1.584 -5.217
C 1.426 -1.454 -3.828
H 2.245 -0.368 -6.235
H 0.912 -1.004 -7.215
H 2.120 -2.121 -6.553
H 1.594 -0.430 -3.480
H 2.374 -1.987 -3.938
H 0.808 -1.951 -3.084
C -3.122 -3.097 0.282
C -3.293 -2.109 1.392
O -4.161 -1.253 1.358
C -2.364 -2.275 2.571
H -2.172 -3.628 0.348
H -3.162 -2.635 -0.702
H -3.871 -3.883 0.416
H -2.233 -3.324 2.815
H -2.794 -1.729 3.407
H -1.410 -1.811 2.310
C -1.978 -3.582 -3.488
C -2.679 -2.411 -2.991
N -3.256 -1.530 -2.527
H -1.917 -3.624 -4.560
H -2.532 -4.456 -3.127
H -0.992 -3.579 -3.039
C -2.266 4.579 -3.925
C -1.807 3.239 -4.237
N -1.434 2.199 -4.512
H -3.300 4.580 -3.603
H -2.192 5.182 -4.837
H -1.625 5.039 -3.180
C -3.938 3.176 0.574
C -4.361 4.558 0.700
N -4.685 5.665 0.803
H -3.346 3.046 -0.326
H -4.803 2.516 0.558
H -3.329 2.892 1.434
C -0.232 5.571 2.134
C -0.903 4.440 2.760
N -1.423 3.563 3.245
H 0.709 5.239 1.694
H -0.064 6.343 2.870
H -0.844 5.938 1.308
C 0.512 -2.745 -0.264
C 0.154 -4.086 -0.664
N -0.083 -5.136 -0.948
H -0.171 -1.987 -0.641
H 1.517 -2.495 -0.614
H 0.531 -2.702 0.828
C 0.359 1.297 6.441
C 0.035 0.492 5.288
N -0.238 -0.124 4.369
H -0.353 1.083 7.245
H 0.317 2.358 6.231
H 1.348 1.037 6.819
C 5.121 -0.276 -1.180
C 5.698 0.890 -0.523
N 6.168 1.803 -0.036
H 4.787 -0.996 -0.449
H 5.864 -0.658 -1.879
H 4.269 0.078 -1.762
*
```

[2]
# C2H4FNO

A single C2H4FNO molecule at a distorted geometry (ωB97M-V/def2-TZVPD, the OMol25 dataset).

Computed properties:
- Maximum force: 8.285 eV Å⁻¹
- E_HOMO (alpha / beta): -5.21 / -10.25 eV
- ΔE to the lowest compared entry with this formula, charge and spin: 71.0 kcal per mole
- Expectation value of S²: 2.01

The geometry in ORCA input format:
```
! wB97M-V def2-TZVPD RIJCOSX def2/J DEFGRID3
* xyz 0 3
C 0.435 -1.524 1.029
C -0.126 0.470 -0.518
N -0.206 -0.282 0.745
O 1.529 -1.789 0.642
F -1.560 -0.363 1.155
H -0.315 -2.150 1.741
H 0.862 0.546 -0.750
H -0.884 0.158 -1.280
H -0.479 1.550 -0.327
*
```

[3]
# C8H15MgO5

A molecular structure, C8H15MgO5 at a distorted geometry (ωB97M-V/def2-TZVPD, the OMol25 dataset).

Computed properties:
- Maximum force: 1.810 eV Å⁻¹
- E_HOMO (alpha / beta): -15.30 / -15.72 eV
- ΔE to the lowest compared entry with this formula, charge and spin: 0.0 kcal per mole
- Expectation value of S²: 0.75

The geometry in ORCA input format:
```
! wB97M-V def2-TZVPD RIJCOSX def2/J DEFGRID3
* xyz 2 2
C -2.991 -1.157 -1.315
O -3.069 -0.458 -0.300
C -2.588 -0.923 1.007
C -1.975 0.244 1.732
O -0.750 0.660 1.113
C -0.750 1.942 0.468
C 0.070 1.917 -0.805
O 0.366 2.937 -1.369
H -2.526 -2.153 -1.283
H -3.298 -0.689 -2.256
H -1.883 -1.746 0.839
H -3.479 -1.273 1.540
H -2.666 1.093 1.781
H -1.761 -0.081 2.758
H -0.366 2.702 1.160
H -1.777 2.208 0.183
O 2.233 1.196 0.742
C 3.134 0.705 -0.195
C 3.221 -0.819 -0.146
O 1.880 -1.360 0.002
C 1.147 -1.540 -1.152
Mg 1.099 -0.116 1.475
H 4.159 1.098 -0.064
H 2.809 0.991 -1.217
H 3.766 -1.151 0.748
H 3.682 -1.259 -1.040
H 0.426 -2.341 -0.985
H 1.526 -1.486 -2.172
H 0.361 0.855 -1.249
*
```

[4]
# C14H24MnN2O6

A molecular structure, C14H24MnN2O6 at a distorted geometry (ωB97M-V/def2-TZVPD, the OMol25 dataset).

Computed properties:
- Maximum force: 2.673 eV Å⁻¹
- E_HOMO (alpha / beta): -6.39 / -6.39 eV
- Expectation value of S²: 8.75

The geometry in ORCA input format:
```
! wB97M-V def2-TZVPD RIJCOSX def2/J DEFGRID3
* xyz 0 6
Mn -0.137 0.175 -0.230
C 0.656 -3.939 0.386
C 1.293 -4.916 -0.463
C 1.817 -4.439 -1.854
O 2.213 -5.278 -2.643
C 1.852 -3.019 -2.092
C 1.225 -2.140 -1.259
C 0.521 -2.639 -0.014
O -0.215 -1.793 0.652
O 1.326 -0.851 -1.425
O 1.427 -6.085 -0.171
H 0.157 -4.289 1.280
H 2.490 -2.649 -2.885
C -3.577 -1.102 -0.572
C -3.026 0.259 -0.963
C -2.843 1.207 0.214
O -1.777 0.775 1.069
C -1.949 1.215 2.396
N -1.724 0.141 -1.725
H -3.888 -1.663 -1.451
H -4.472 -0.931 0.037
H -2.917 -1.676 0.080
H -3.777 0.719 -1.617
H -3.759 1.227 0.810
H -2.667 2.239 -0.121
H -2.928 0.941 2.798
H -1.931 2.314 2.448
H -1.160 0.834 3.035
H -1.875 -0.511 -2.498
H -1.773 0.998 -2.289
C 2.522 3.634 -0.765
C 1.909 2.261 -0.497
C 2.244 1.877 0.934
O 1.404 0.783 1.289
C 1.628 0.257 2.579
N 0.422 2.250 -0.681
H 1.979 4.439 -0.260
H 2.514 3.921 -1.820
H 3.569 3.631 -0.461
H 2.401 1.562 -1.175
H 2.022 2.691 1.641
H 3.293 1.585 1.021
H 1.226 -0.751 2.656
H 1.219 0.915 3.355
H 2.699 0.144 2.790
H 0.324 2.778 -1.549
H 0.042 2.899 0.012
*
```

[5]
# C11H17NO2

2 unconnected molecules or ions with the total composition C11H17NO2 at a distorted geometry (ωB97M-V/def2-TZVPD, the OMol25 dataset).

Computed properties:
- Maximum force: 3.289 eV Å⁻¹
- E_HOMO: -8.72 eV
- ΔE to the lowest compared entry with this formula, charge and spin: 17.8 kcal per mole
- SMILES: CCc1ccc(O)cc1.CCC(N)=O

The geometry in ORCA input format:
```
! wB97M-V def2-TZVPD RIJCOSX def2/J DEFGRID3
* xyz 0 1
C 2.801 -0.522 -0.920
C 3.248 -1.522 -1.970
C 1.334 -0.266 -1.073
C 0.384 -1.175 -0.659
C 0.930 0.870 -1.787
C -0.985 -1.085 -0.997
C -0.419 1.060 -2.100
C -1.264 -0.019 -1.806
O -2.570 0.186 -2.304
H 3.050 -0.861 0.099
H 3.325 0.434 -0.956
H 4.349 -1.498 -2.001
H 0.675 -2.129 -0.231
H 1.577 1.734 -1.908
H -1.670 -1.823 -0.614
H -0.899 1.824 -2.691
H -3.092 -0.508 -1.922
H 2.875 -1.237 -2.957
H 2.963 -2.554 -1.845
C -0.964 0.439 3.082
C 0.049 1.031 2.074
C -2.309 1.081 2.857
O -2.677 2.100 3.376
N -3.155 0.414 1.957
H -0.916 -0.631 2.888
H -0.765 0.599 4.142
H 0.336 0.386 1.237
H -3.802 0.960 1.409
H -2.986 -0.509 1.629
H 0.941 1.406 2.570
H -0.362 1.814 1.421
*
```

[6]
# C14H15CaCl2IN2O2

A molecular structure, C14H15CaCl2IN2O2 at a distorted geometry (ωB97M-V/def2-TZVPD, the OMol25 dataset).

Computed properties:
- Maximum force: 1.202 eV Å⁻¹
- E_HOMO: -7.96 eV
- ΔE to the lowest compared entry with this formula, charge and spin: 7.0 kcal per mole

The geometry in ORCA input format:
```
! wB97M-V def2-TZVPD RIJCOSX def2/J DEFGRID3
* xyz 0 1
C 3.130 3.669 0.918
C 4.154 2.609 0.547
H 2.869 4.324 0.082
H 3.449 4.302 1.756
H 2.200 3.178 1.262
H 3.731 1.876 -0.150
H 5.017 3.078 0.069
H 4.507 2.088 1.438
C -2.843 0.978 -0.625
C -4.018 0.952 -1.379
C -4.207 -0.097 -2.283
C -3.208 -1.061 -2.388
H -2.663 1.734 0.139
H -4.754 1.745 -1.263
H -5.094 -0.175 -2.903
H -3.298 -1.928 -3.029
N -1.828 0.127 -0.830
C -2.010 -0.922 -1.660
C -0.869 -1.870 -1.767
N 0.277 -1.482 -1.162
C 1.237 -2.399 -0.992
C 0.128 -3.973 -2.422
C 1.248 -3.624 -1.661
H 2.031 -2.123 -0.304
H 2.117 -4.278 -1.580
C -0.963 -3.106 -2.433
H -1.893 -3.358 -2.926
H 0.098 -4.894 -2.994
Ca 0.368 0.517 0.414
I -0.150 3.332 0.823
Cl 1.326 0.130 3.261
C -0.340 -0.459 3.614
Cl -1.509 0.868 3.361
C -0.694 -1.605 2.600
O -1.062 -2.649 3.129
O -0.537 -1.275 1.382
H -0.407 -0.811 4.643
*
```

- What is the maximum force in the sixth record?
  1.202 eV Å⁻¹